1.
Density functional theory data (wB97M-V/def2-TZVPD) for the molecule C3H5N3 at a distorted geometry.

Geometry as XYZ:
```
11
Properties=species:S:1:pos:R:3:forces:R:3:lowdin_charge:R:1
C 1.50015 0.64664 -0.14558 0.2 0.0 0.1 -0.092
N 0.16620 0.30776 -0.57969 -0.2 0.1 0.0 -0.020
C -0.68634 -0.32666 0.26333 0.3 -0.1 0.1 -0.544
N -0.36920 -0.77041 1.41058 -0.2 0.2 -0.3 0.148
C -2.81243 -1.02906 -0.94603 0.5 0.6 0.5 0.059
N -1.94934 -0.50953 -0.33469 -0.8 -0.8 -0.6 0.009
H 1.48508 1.34212 0.70146 0.0 -0.1 -0.1 0.085
H 2.03024 1.09841 -0.98571 0.0 -0.1 0.1 0.083
H 2.02166 -0.26143 0.16603 0.0 0.1 0.0 0.083
H -0.23291 0.76044 -1.38459 0.1 -0.1 0.1 0.132
H -1.15311 -1.25828 1.83488 0.1 0.1 0.0 0.057
```
Positions in Å, forces in eV/Å.

- HOMO-LUMO gap: 10.42 eV
- Spin multiplicity: 1
- F_max: 0.02445 Eh/bohr
- Highest occupied orbital energy: -9.7 eV
- Molar mass: 83.09 g mol⁻¹
- ΔE to the lowest compared entry with this formula, charge and spin: 34.46 kcal per mole


2.
Density functional theory data (wB97M-V/def2-TZVPD) for the molecule C3H5N3.

Geometry as XYZ:
```
11
Properties=species:S:1:pos:R:3:forces:R:3:lowdin_charge:R:1
C -1.61844 -0.32856 0.03891 0.1 -0.1 0.1 -0.020
N -0.18383 -0.07483 -0.11984 0.2 0.1 0.3 -0.181
C 0.48664 1.09713 -0.10602 0.0 0.0 0.0 -0.180
N 1.78354 0.90265 -0.04056 -0.1 -0.1 -0.1 0.059
C 1.87845 -0.45001 0.00118 0.0 0.0 -0.1 -0.239
N 0.72529 -1.09445 -0.03202 -0.1 0.5 -0.1 0.081
H -2.12455 -0.60805 -0.89218 0.4 0.1 0.1 0.085
H -1.71652 -1.14955 0.74809 0.0 0.1 -0.1 0.084
H -2.12931 0.54845 0.45418 0.4 -0.1 -0.1 0.087
H 0.04647 2.08449 -0.11845 -0.3 -0.2 -0.1 0.122
H 2.85227 -0.92726 0.06673 -0.4 -0.2 0.0 0.102
```
Positions in Å, forces in eV/Å.

- HOMO-LUMO gap: 10.85 eV
- Spin multiplicity: 1
- F_max: 0.00925 Eh/bohr
- Highest occupied orbital energy: -10.0 eV
- Molar mass: 83.09 g mol⁻¹
- ΔE to the lowest compared entry with this formula, charge and spin: 12.13 kcal per mole
- SMILES: Cn1cncn1


3.
Density functional theory data (wB97M-V/def2-TZVPD) for the molecule C3H5N3 at a distorted geometry.

Geometry as XYZ:
```
11
Properties=species:S:1:pos:R:3:forces:R:3:lowdin_charge:R:1
C 1.65722 -0.26108 0.03446 0.0 1.1 -1.0 -0.020
C -0.60570 0.82511 -0.00808 -1.6 -0.5 0.3 -0.087
C -1.85470 0.25330 0.07771 -1.2 1.3 -1.5 -0.175
H 2.08436 -0.92914 -0.79204 -0.6 1.0 1.4 0.101
H 2.04259 -0.55253 1.05620 -0.7 0.2 -1.2 0.094
H 1.89877 0.84162 -0.17225 0.3 -1.8 0.3 0.097
H -0.36257 1.86249 0.01101 0.7 0.2 -0.1 0.111
H -2.85220 0.69543 -0.14591 1.0 -0.3 0.8 0.110
N 0.16709 -0.25033 -0.07421 4.6 -0.8 1.1 -0.228
N -1.70104 -1.05810 0.00287 -2.3 -2.6 0.7 -0.043
N -0.47383 -1.42675 0.01025 -0.1 2.0 -0.7 0.039
```
Positions in Å, forces in eV/Å.

- HOMO-LUMO gap: 10.50 eV
- Spin multiplicity: 1
- F_max: 0.09267 Eh/bohr
- Highest occupied orbital energy: -9.7 eV
- Molar mass: 83.09 g mol⁻¹
- ΔE to the lowest compared entry with this formula, charge and spin: 42.24 kcal per mole
- SMILES: Cn1ccnn1


4.
Density functional theory data (wB97M-V/def2-TZVPD) for the molecule C3H5N3.

Geometry as XYZ:
```
11
Properties=species:S:1:pos:R:3:forces:R:3:lowdin_charge:R:1
C -1.62337 -0.30527 0.02798 0.1 -0.1 0.1 -0.015
N -0.16031 -0.17305 -0.14547 0.2 0.3 0.3 -0.170
C 0.46200 1.01788 -0.09856 -0.1 0.2 0.1 -0.200
N 1.76295 0.89551 -0.01788 -0.1 -0.1 -0.1 0.061
C 1.92607 -0.45037 -0.00205 -0.1 -0.1 0.0 -0.240
N 0.80670 -1.16079 -0.07068 -0.4 0.6 0.1 0.086
H -2.19029 -0.51825 -0.88733 0.6 -0.1 0.0 0.084
H -1.85333 -1.07085 0.76898 0.2 0.0 -0.1 0.084
H -2.00970 0.64760 0.41776 0.3 -0.3 -0.1 0.084
H -0.05809 1.96287 -0.08676 -0.2 -0.1 -0.1 0.122
H 2.93737 -0.84528 0.09401 -0.6 -0.4 -0.1 0.104
```
Positions in Å, forces in eV/Å.

- HOMO-LUMO gap: 10.85 eV
- Spin multiplicity: 1
- F_max: 0.01407 Eh/bohr
- Highest occupied orbital energy: -10.0 eV
- Molar mass: 83.09 g mol⁻¹
- ΔE to the lowest compared entry with this formula, charge and spin: 15.35 kcal per mole
- SMILES: Cn1cncn1


5.
Density functional theory data (wB97M-V/def2-TZVPD) for the molecule C3H5N3.

Geometry as XYZ:
```
11
Properties=species:S:1:pos:R:3:forces:R:3:lowdin_charge:R:1
C 1.43883 0.84921 0.02827 0.1 0.0 0.1 -0.049
C 0.15808 0.07414 -0.02757 0.1 0.0 0.0 -0.354
N -0.46427 -0.10499 -1.17652 0.1 0.1 0.2 0.080
N -1.50944 -0.86523 -0.87835 -0.3 0.4 0.3 -0.095
N -1.66696 -1.14271 0.42794 0.3 0.5 -0.4 0.050
C -0.59864 -0.58500 0.97979 0.2 0.1 -0.1 -0.111
H 1.48578 1.49789 0.90679 0.0 -0.1 0.0 0.074
H 2.30145 0.17647 0.05690 -0.1 0.1 0.1 0.076
H 1.54619 1.47718 -0.86231 -0.1 -0.2 0.2 0.076
H -2.29763 -0.74917 -1.50121 -0.1 -0.7 0.2 0.148
H -0.39340 -0.62779 2.04627 -0.2 -0.2 -0.3 0.105
```
Positions in Å, forces in eV/Å.

- HOMO-LUMO gap: 10.99 eV
- Spin multiplicity: 1
- F_max: 0.01402 Eh/bohr
- Highest occupied orbital energy: -9.9 eV
- Molar mass: 83.09 g mol⁻¹
- ΔE to the lowest compared entry with this formula, charge and spin: 20.96 kcal per mole
- SMILES: Cc1cn[nH]n1


6.
Density functional theory data (wB97M-V/def2-TZVPD) for the molecule C3H5N3.

Geometry as XYZ:
```
11
Properties=species:S:1:pos:R:3:forces:R:3:lowdin_charge:R:1
N -1.85337 -0.25540 -0.21710 0.0 -0.1 0.1 0.065
C -0.47001 -0.04103 -0.07499 0.3 0.1 0.0 -0.341
C 0.62858 -0.87542 -0.14479 -0.1 0.1 0.0 -0.060
N 1.71603 -0.06623 0.00898 0.1 -0.1 0.0 -0.063
N 1.40378 1.21576 0.19466 -0.1 -0.1 0.0 0.017
C 0.08259 1.24158 0.13999 0.0 0.1 0.0 -0.134
H -2.35646 0.07578 0.59664 -0.1 -0.1 -0.2 0.081
H -2.12540 -1.20095 -0.44499 0.1 0.0 0.1 0.077
H 0.74331 -1.94243 -0.28617 -0.1 0.2 0.0 0.111
H 2.68824 -0.32538 -0.01430 -0.2 0.0 0.0 0.144
H -0.45729 2.17372 0.24207 0.1 -0.1 0.0 0.104
```
Positions in Å, forces in eV/Å.

- HOMO-LUMO gap: 9.30 eV
- Spin multiplicity: 1
- F_max: 0.00616 Eh/bohr
- Highest occupied orbital energy: -8.3 eV
- Molar mass: 83.09 g mol⁻¹
- ΔE to the lowest compared entry with this formula, charge and spin: 17.13 kcal per mole
- SMILES: Nc1cn[nH]c1